[1]
78
Properties=species:S:1:pos:R:3 method="wB97M-V/def2-TZVPD" relative_energy_kj_mol=87.6 e_homo_ev=-7.07 homo_lumo_gap_ev=6.4 total_energy_ev=-187627.719
Zn 1.21944 -0.35895 -1.02186
N -6.52145 1.31388 -1.92318
C -5.41936 0.48385 -1.82365
C -4.52474 0.62107 -0.75499
C -3.40240 -0.17719 -0.68078
C -3.15467 -1.12009 -1.67307
C -4.03417 -1.27101 -2.73819
C -5.16357 -0.48021 -2.80640
S -1.68329 -2.06657 -1.60570
O -1.78087 -3.13377 -2.55838
O -1.46425 -2.40973 -0.21618
N -0.42517 -1.07706 -1.95200
C -0.30178 -0.42845 -3.15347
N 0.84018 0.31459 -3.18573
C 1.07409 1.02899 -4.28015
C 0.22049 1.02421 -5.36334
C -0.90427 0.21932 -5.24262
N -1.17655 -0.50691 -4.16619
H -6.82503 1.77583 -1.08437
H -7.26697 1.01704 -2.52667
H -4.72570 1.34744 0.02509
H -2.73054 -0.09352 0.16620
H -3.82373 -2.01603 -3.49601
H -5.86401 -0.60167 -3.62678
H 1.98200 1.62610 -4.27894
H 0.41616 1.61454 -6.24675
H -1.62697 0.15058 -6.05081
O -2.18673 0.44101 6.41459
S -2.49803 1.73483 6.99338
O -1.56594 2.19047 8.00507
O -3.89944 1.94884 7.28283
C -2.19513 2.89435 5.61158
N -2.66795 4.14749 5.68517
C -2.44837 4.92508 4.63570
C -1.82194 4.47901 3.47523
C -1.37498 3.17485 3.50159
N -1.51729 2.40493 4.57206
C -0.74120 2.46654 2.35284
C -0.91170 1.08605 2.28287
C -0.30071 0.38901 1.27097
N 0.49400 0.96902 0.35538
C 0.63852 2.29878 0.40482
C 0.02913 3.07576 1.37393
H -2.79255 5.95168 4.71850
H -1.71809 5.11245 2.60169
H -1.50334 0.58734 3.04174
H -0.46619 -0.67468 1.15851
H 1.30047 2.72970 -0.33571
H 0.20194 4.14400 1.38260
C 6.40735 -1.13806 -2.81407
N 5.29474 -0.40398 -2.24258
C 5.17822 1.03994 -2.18205
C 3.77115 1.20702 -1.61016
O 3.20348 2.26372 -1.45667
N 3.25855 -0.04787 -1.33331
C 4.17640 -0.94464 -1.73761
N 3.99299 -2.25372 -1.63554
H 7.04132 -0.44125 -3.35508
H 6.05706 -1.88885 -3.52601
H 7.01220 -1.62644 -2.04705
H 5.25972 1.51107 -3.16204
H 5.91236 1.48782 -1.51215
H 3.14917 -2.55885 -1.13212
H 4.65053 -2.90846 -2.01847
C 0.11532 -4.37525 1.35635
As 1.44765 -3.01081 1.45347
C 1.12981 -1.91645 2.99903
C 3.10551 -3.90849 1.82249
O 1.70561 -2.13655 0.04391
H -0.08291 -4.71276 2.37278
H 0.49765 -5.19262 0.75118
H -0.78324 -3.96174 0.90339
H 1.63471 -2.39093 3.83756
H 0.06826 -1.82983 3.21793
H 1.54859 -0.93052 2.82212
H 3.06038 -4.41735 2.78465
H 3.89101 -3.15538 1.84319
H 3.30905 -4.63156 1.03643

***

[2]
68
Properties=species:S:1:pos:R:3 method="wB97M-V/def2-TZVPD" relative_energy_kj_mol=334.7 e_homo_ev="-13.08 / -13.13" spin_multiplicity=2 homo_lumo_gap_ev="6.8 / 5.8" charge=+2 total_energy_ev=-59270.009
Ru 0.33073 0.06744 -0.33848
I 4.80194 3.16229 3.59086
C 3.26732 2.79770 2.21452
C 3.57759 2.48463 0.89144
C 2.54519 2.22430 0.02614
I 2.81028 1.42516 -1.90742
C 1.17401 2.29248 0.39527
O 0.21997 2.21869 -0.47896
C 0.92002 2.47430 1.78218
C -0.47604 2.10949 2.18530
N -0.60301 0.66778 1.89697
C -1.94644 0.11368 1.95722
C -1.90430 -1.31644 1.50786
C -2.83279 -2.25246 1.93631
C -2.72742 -3.56016 1.49267
C -1.69640 -3.89551 0.62785
C -0.82078 -2.90373 0.22987
N -0.92109 -1.64915 0.66982
C 1.94701 2.74026 2.66043
H 4.60574 2.43063 0.56187
H -1.19847 2.63899 1.56282
H -0.65153 2.34155 3.23906
H 0.01080 0.14642 2.51828
H -2.57086 0.67283 1.25807
H -2.38630 0.19031 2.95622
H -3.62983 -1.95455 2.60347
H -3.43544 -4.31045 1.81672
H -1.57477 -4.90228 0.25632
H -0.01518 -3.12073 -0.45820
H 1.73488 2.88677 3.71245
C 1.01226 -1.39124 -4.69448
C 0.54926 -1.23886 -3.34136
N 0.18910 -1.13442 -2.25629
H 0.17932 -1.63071 -5.35531
H 1.74205 -2.20018 -4.74106
H 1.48781 -0.46615 -5.02327
N 5.03524 -3.41769 2.27959
C 4.06380 -2.65674 1.76120
C 3.54031 -1.54333 2.45078
C 2.55619 -0.78818 1.87157
N 2.04328 -1.04600 0.66058
C 2.52734 -2.10818 -0.00434
C 3.50557 -2.92516 0.49353
H 5.43371 -3.21434 3.17930
H 5.40287 -4.20474 1.77503
H 3.91092 -1.28019 3.43182
H 2.16944 0.08291 2.38709
H 2.11938 -2.28958 -0.99030
H 3.84962 -3.76942 -0.08789
O -1.95746 0.38286 -0.94903
C -2.54123 0.85600 -1.92767
C -1.87186 1.62164 -3.02371
C -2.08786 3.10855 -2.61595
C -3.52666 3.55324 -2.28749
C -4.08330 3.07519 -0.92758
C -4.59408 1.61352 -0.93568
N -3.90019 0.87213 -1.99421
H -2.31986 1.41300 -3.99633
H -0.80119 1.41751 -3.05186
H -1.71804 3.72167 -3.43837
H -1.45804 3.29908 -1.74482
H -4.21511 3.28013 -3.09282
H -3.50838 4.64286 -2.25238
H -4.90678 3.72576 -0.63227
H -3.29471 3.19317 -0.17813
H -5.66133 1.56323 -1.13889
H -4.40787 1.12464 0.01957
H -4.24475 1.13387 -2.90510

***

[3]
74
Properties=species:S:1:pos:R:3 method="wB97M-V/def2-TZVPD" relative_energy_kj_mol=65.6 e_homo_ev=-4.43 homo_lumo_gap_ev=7.1 charge=-1 total_energy_ev=-56755.169
Mg 0.92372 -1.79413 0.08976
C 3.17080 1.31338 -5.27119
C 2.64724 1.08306 -3.87603
C 1.51842 1.74057 -3.39658
C 1.02532 1.48809 -2.12982
C 1.63801 0.58067 -1.25421
N 1.11558 0.21044 -0.00697
C 0.64916 1.12398 0.88216
C 0.77941 2.52388 0.73272
C 0.29010 3.42903 1.65706
C -0.34341 3.01609 2.82261
C -0.86147 3.99182 3.84832
C -0.42100 1.64673 3.02946
C 0.04777 0.72056 2.11126
N -0.07761 -0.66820 2.50030
C -1.03380 -1.17807 3.29981
C -0.70334 -2.47793 3.59314
C 0.49010 -2.69355 2.89871
N 0.87543 -1.60821 2.23028
C 2.80756 -0.04581 -1.73878
C 3.27061 0.18607 -3.02796
N 3.60351 -0.92727 -0.92288
C 4.92305 -1.18834 -1.07260
C 5.28580 -2.07337 -0.09272
C 4.10327 -2.30341 0.62564
N 3.09603 -1.60708 0.13031
H 2.53738 2.01825 -5.81042
H 4.18550 1.71922 -5.25616
H 3.19966 0.38272 -5.84236
H 0.99286 2.44055 -4.03895
H 0.10492 1.95867 -1.81578
H 1.29417 2.89636 -0.14089
H 0.41557 4.49113 1.46786
H -0.76224 5.01717 3.48949
H -1.91665 3.81926 4.07507
H -0.31064 3.91655 4.79005
H -0.84789 1.28139 3.95785
H -1.90237 -0.60160 3.56969
H -1.27925 -3.18500 4.16435
H 1.06979 -3.60105 2.81081
H 4.12797 -0.37076 -3.38751
H 5.50944 -0.71959 -1.84209
H 6.26360 -2.49028 0.07652
H 3.93591 -2.94091 1.47975
N -0.25624 -4.87580 0.04640
C -1.20319 -3.89913 0.31997
N -2.39322 -4.18244 0.81413
N -2.98634 -2.97705 0.94457
N -2.19036 -2.04316 0.55937
N -1.01808 -2.58846 0.14145
C 0.83445 -4.65665 -0.78846
N 1.51250 -5.63604 -1.34918
N 2.48226 -4.99553 -2.04684
N 2.38403 -3.72264 -1.89803
N 1.32221 -3.45423 -1.08636
H -0.60229 -5.82002 0.05546
C -3.79530 3.27496 0.09235
C -3.60161 1.79185 -0.21037
C -3.69480 0.98898 1.08945
C -4.66172 1.31817 -1.19639
N -2.27497 1.70162 -0.85220
N -1.85755 0.44035 -1.37255
H -4.75821 3.44564 0.58108
H -3.75349 3.85946 -0.82953
H -3.00369 3.63284 0.75902
H -4.72733 0.95437 1.45119
H -3.07452 1.45523 1.86347
H -3.35001 -0.03548 0.94921
H -5.65749 1.57735 -0.82926
H -4.62437 0.23462 -1.32644
H -4.51285 1.79567 -2.16874
H -1.57839 1.96000 -0.15952
H -2.35433 0.26197 -2.23469
H -2.04310 -0.32751 -0.72765

***

[4]
63
Properties=species:S:1:pos:R:3 method="wB97M-V/def2-TZVPD" relative_energy_kj_mol=0.0 e_homo_ev=-9.24 homo_lumo_gap_ev=9.8 total_energy_ev=-38081.185
O -1.33151 -3.48782 -1.79354
C -1.01063 -2.50542 -1.16236
C 0.34883 -2.41113 -0.44179
N 1.10794 -1.22880 -0.77831
C 2.27838 -1.29196 -1.56246
O 2.74624 -2.28853 -2.03609
N 2.72523 -0.01927 -1.66378
C 1.99224 0.91532 -0.84397
C 1.44534 2.07095 -1.71285
C 0.46786 2.94837 -0.98334
C 0.91097 4.03463 -0.23858
C 0.01390 4.82745 0.45457
C -1.34009 4.54515 0.40810
C -1.79230 3.47552 -0.34477
C -0.89458 2.68390 -1.03783
C 2.84007 1.41808 0.34463
C 3.35212 0.24572 1.13578
C 4.54767 -0.37219 0.79240
C 4.97620 -1.50189 1.46669
C 4.21194 -2.02758 2.49337
C 3.02519 -1.41054 2.85159
C 2.59805 -0.28044 2.17784
C 0.87869 0.02276 -0.30872
O -0.03935 0.35026 0.41206
N -1.77854 -1.41597 -1.00404
C -3.12142 -1.32880 -1.52845
C -4.15773 -1.03459 -0.43670
C -3.99842 0.37813 0.12947
C -5.06910 0.65645 1.18111
C -4.99574 -0.37389 2.30353
C -5.15491 -1.78362 1.74215
C -4.08300 -2.06206 0.69280
H 0.95192 -3.27360 -0.73474
H 0.17538 -2.42449 0.63929
H 3.60872 0.19636 -2.09236
H 0.96404 1.62673 -2.58738
H 2.29871 2.66214 -2.05402
H 1.96573 4.26931 -0.20732
H 0.37359 5.66742 1.03060
H -2.04121 5.16097 0.95139
H -2.84876 3.25860 -0.39128
H -1.25470 1.85450 -1.62931
H 2.20178 2.04702 0.96606
H 3.66923 2.01503 -0.04125
H 5.15433 0.03513 -0.00430
H 5.90573 -1.97373 1.18596
H 4.54177 -2.91283 3.01582
H 2.42910 -1.81116 3.65824
H 1.67027 0.19749 2.45725
H -1.46614 -0.66976 -0.39470
H -3.33252 -2.28946 -2.00470
H -3.16357 -0.54280 -2.29287
H -5.14566 -1.10505 -0.90637
H -4.08043 1.10573 -0.68183
H -3.01311 0.49274 0.58662
H -4.93494 1.66073 1.58888
H -6.05660 0.61320 0.71483
H -5.77571 -0.17617 3.04180
H -4.02935 -0.29104 2.80593
H -5.08277 -2.51637 2.54837
H -6.14354 -1.88350 1.28779
H -4.20684 -3.06700 0.28445
H -3.09884 -2.01234 1.16356

***

[5]
81
Properties=species:S:1:pos:R:3 method="wB97M-V/def2-TZVPD" e_homo_ev=-7.98 homo_lumo_gap_ev=6.8 total_energy_ev=-127771.228
C 6.72035 -1.15820 -1.36996
C 5.57654 -1.47870 -0.27221
C 4.72200 -2.76935 -0.39933
C 3.60240 -3.05114 0.62886
C 3.35823 -2.00592 1.77942
C 2.17085 -2.30500 2.84449
C 0.74028 -1.95211 2.23734
C 0.21516 -2.78876 1.04734
C -1.14769 -2.57453 0.35019
C -2.04057 -1.39177 0.86349
P -3.68688 -1.10069 -0.02943
S -5.24839 -1.60297 1.03899
C -1.52714 -0.52869 2.06641
C -0.15184 -0.81212 2.77581
C 0.23009 0.09982 4.01176
O 0.93493 -0.23283 4.99480
C -0.37718 1.59499 4.05481
C -1.64357 1.89234 3.42308
C -2.39040 0.69600 2.64137
O -3.62980 0.81937 2.49489
C 4.24897 -0.75310 1.90229
C 5.39032 -0.44613 0.88382
H 7.49528 -0.42780 -0.95764
H 6.16946 -0.72318 -2.27386
H 7.27121 -2.10568 -1.70962
H 4.85361 -3.53164 -1.24228
H 2.98392 -3.99950 0.52839
H 2.37866 -1.87012 3.87513
H 2.18998 -3.45496 2.97662
H 0.87184 -3.63557 0.66931
H -1.51571 -3.22238 -0.51104
H -3.67510 -1.96920 -1.18804
H -3.73307 0.24046 -0.53306
H 0.15013 2.44408 4.61343
H -2.08871 2.95023 3.48520
H 4.04639 -0.04447 2.78120
H 6.03120 0.49882 0.98457
O -7.32640 -4.33843 -2.00582
S -7.89635 -3.02845 -1.89734
O -7.17730 -1.83808 -2.23526
O -8.50314 -2.86217 -0.40228
C -9.89807 -2.57097 -0.48096
C -10.37273 -3.22084 -1.77169
O -9.30794 -3.01982 -2.70029
H -10.01777 -1.48450 -0.51856
H -10.41858 -2.96259 0.39369
H -11.29699 -2.77938 -2.14456
H -10.51066 -4.29856 -1.64350
O -0.04986 7.38736 2.29915
S -0.25109 6.02283 1.91134
O 0.28518 4.91500 2.64383
O 0.17831 5.87071 0.35519
C -0.93540 5.39469 -0.40506
C -2.16764 5.89666 0.32984
O -1.84442 5.78032 1.71642
H -0.89922 4.30153 -0.41437
H -0.88578 5.76627 -1.42524
H -3.05895 5.31629 0.09201
H -2.35351 6.95286 0.11356
O -1.85801 5.55489 -3.28076
S -0.96055 5.87871 -4.35250
O 0.07365 4.99385 -4.79122
O -0.30572 7.32959 -4.04092
C -0.60204 8.22838 -5.11094
C -1.92107 7.74136 -5.69064
O -1.84330 6.31640 -5.64113
H 0.20312 8.15845 -5.84750
H -0.66686 9.25230 -4.74149
H -2.07738 8.08295 -6.71373
H -2.76518 8.05559 -5.06973
O 7.85254 -4.48547 -0.21216
S 7.10912 -5.70500 -0.10104
O 6.41518 -6.29589 -1.20525
O 6.07553 -5.55647 1.14033
C 6.32978 -6.58189 2.10057
C 7.80933 -6.90558 1.96108
O 8.07392 -6.83040 0.56036
H 5.71068 -7.44722 1.84725
H 6.07591 -6.23598 3.10318
H 8.05714 -7.89437 2.34702
H 8.42675 -6.15455 2.46257

***

[6]
66
Properties=species:S:1:pos:R:3 method="wB97M-V/def2-TZVPD" relative_energy_kj_mol=0.0 e_homo_ev=-8.65 homo_lumo_gap_ev=8.9 total_energy_ev=-58456.385
Au -0.03931 2.02877 -1.68332
O 0.82264 1.08247 -0.11444
Si 0.32500 1.14189 1.42546
C 0.71388 2.80378 2.21106
C 0.77835 2.95832 3.59864
C 1.05363 4.18879 4.17721
C 1.28262 5.29619 3.37198
C 1.24175 5.16256 1.99200
C 0.96207 3.92783 1.42169
C -1.50388 0.72974 1.58128
C -2.20722 0.14874 0.52577
C -3.54302 -0.21088 0.66165
C -4.20279 0.00920 1.86095
C -3.52009 0.58329 2.92650
C -2.18668 0.93546 2.78426
C 1.25629 -0.18791 2.37603
C 0.65509 -1.39716 2.73106
C 1.38799 -2.42142 3.31797
C 2.74364 -2.25237 3.56053
C 3.36058 -1.05418 3.22341
C 2.62074 -0.03523 2.64068
H 0.63302 2.09803 4.24461
H 1.09848 4.28291 5.25515
H 1.50108 6.25766 3.81963
H 1.43091 6.02013 1.35818
H 0.94297 3.83551 0.34143
H -1.69992 -0.05253 -0.41283
H -4.06521 -0.66864 -0.16956
H -5.24454 -0.26643 1.96867
H -4.02837 0.75621 3.86712
H -1.67320 1.38197 3.62911
H -0.40226 -1.54433 2.54008
H 0.90110 -3.35115 3.58602
H 3.31811 -3.04886 4.01711
H 4.41721 -0.91550 3.41664
H 3.11419 0.89597 2.38141
O -0.74300 -1.40145 -2.46966
C 0.12348 -2.07894 -1.89561
C 0.17434 -3.57980 -2.12621
C 1.53707 -4.17137 -2.57160
C 2.67136 -3.15532 -2.71164
C 3.18866 -2.66065 -1.36088
C 2.04819 -2.33826 -0.39773
N 1.00068 -1.56078 -1.03689
H -0.59118 -3.78089 -2.87176
H -0.15940 -4.05118 -1.19734
H 1.39227 -4.67014 -3.53064
H 1.84690 -4.94906 -1.86877
H 2.32447 -2.30683 -3.30797
H 3.49335 -3.60486 -3.27238
H 3.81073 -1.77450 -1.50544
H 3.82076 -3.42524 -0.89997
H 2.40784 -1.76357 0.45468
H 1.62421 -3.26032 0.01000
H 0.92666 -0.56483 -0.79200
C -4.09283 1.40414 -5.54189
N -3.15390 2.27071 -4.86221
C -2.19243 1.84262 -4.03132
N -2.13092 0.55445 -3.74873
S -1.10156 3.02476 -3.43453
H -4.71731 2.01128 -6.19047
H -4.74706 0.88504 -4.83668
H -3.57102 0.66822 -6.15712
H -3.21366 3.26514 -4.99249
H -2.82399 -0.07827 -4.10934
H -1.39752 0.13112 -3.17656